Entry 1:
C7H10O | ωB97M-V/def2-TZVPD

```
18
Properties=species:S:1:pos:R:3:mulliken_charge:R:1
O -2.19 0.00 0.71 -0.826
C 0.64 -0.74 1.29 -0.808
C -0.42 1.28 -0.25 -0.696
C -1.38 0.13 -0.24 -0.681
C -0.52 -1.13 -0.64 -0.677
C 0.76 -1.01 -0.13 0.375
C 0.90 0.73 0.74 0.074
C 1.36 0.32 -0.56 -0.562
H 1.52 -1.78 -0.54 0.382
H 1.49 -0.79 2.00 0.368
H -0.53 -0.68 1.55 0.314
H -0.51 -1.45 -1.81 0.259
H 0.96 1.89 1.18 0.343
H -1.29 -2.09 -0.07 0.263
H -1.89 0.24 -1.11 0.534
H -0.50 2.17 0.44 0.502
H 1.70 1.15 -1.37 0.352
H -0.12 1.77 -1.20 0.481
```

Values from the calculation:
- E_HOMO (eV) = -6.9499
- relative energy (zero: lowest compared OMol25 entry of this formula, charge and spin) (kcal per mole) = 231.9
- net charge = 0

=====

Entry 2:
C2H2N2O3 | ωB97M-V/def2-TZVPD

```
9
Properties=species:S:1:pos:R:3:mulliken_charge:R:1
O -1.23 -0.12 -1.22 -0.031
O 1.36 1.43 0.48 -0.549
O 0.56 -1.40 1.21 -0.509
N -1.04 -1.05 -0.16 -0.380
N -0.45 0.96 -1.08 -0.270
C 0.40 0.69 -0.03 0.489
C -0.04 -0.54 0.41 0.479
H 1.54 -0.95 1.14 0.376
H 1.18 1.42 1.51 0.395
```

Values from the calculation:
- E_HOMO (eV) = -10.3636
- relative energy (zero: lowest compared OMol25 entry of this formula, charge and spin) (kcal per mole) = 96.2
- net charge = 0
- SMILES = Oc1nonc1O

=====

Entry 3:
C3H35O15 | ωB97M-V/def2-TZVPD

```
53
Properties=species:S:1:pos:R:3:mulliken_charge:R:1
O -0.03 2.98 -0.38 -0.871
O -0.25 0.58 0.44 -0.865
O 3.64 -1.81 0.36 -0.686
O -2.72 1.61 0.75 -0.805
O 2.24 0.47 1.13 -0.884
O -2.90 3.11 -1.54 -0.712
O -1.12 -0.13 2.89 -0.772
O 2.51 -1.37 -2.90 -0.707
O -4.61 -0.30 -0.02 -0.660
O 0.57 2.60 -2.94 -0.815
O 2.24 -0.95 3.27 -0.651
O 0.19 -2.50 4.04 -0.632
O 1.89 0.79 -1.53 -0.822
O -1.72 1.97 -4.03 -0.636
O 2.14 -3.66 2.42 -0.680
C -1.22 -0.26 -1.50 -0.280
C -0.80 -0.55 -0.06 -0.249
C 0.25 -1.69 0.15 -0.221
H -0.65 -0.09 2.06 0.171
H -1.05 1.63 -4.61 0.313
H -1.72 -0.74 0.37 1.223
H -0.25 2.29 -3.35 0.377
H 1.32 0.40 -0.94 0.144
H 2.39 -2.85 1.97 0.226
H 1.01 1.93 -2.41 0.374
H 2.29 -0.07 1.94 0.377
H -4.02 0.27 0.44 0.405
H -0.24 -0.19 -2.08 0.042
H 1.33 -3.47 2.87 0.402
H 2.25 -0.11 3.74 0.248
H -2.96 2.42 -2.22 0.253
H -4.99 0.28 -0.71 0.280
H 1.24 -1.53 -0.32 -0.304
H -2.03 3.49 -1.63 0.330
H 0.10 2.94 -1.39 0.383
H 2.40 -0.52 -2.42 0.426
H -0.26 2.07 -0.02 0.384
H 1.96 -2.03 -2.56 0.301
H -1.75 0.66 -1.48 -0.357
H -2.51 1.42 -4.22 0.285
H -2.88 2.08 -0.02 0.526
H 0.05 -1.60 3.76 0.355
H -1.75 -1.13 -1.88 0.492
H 2.01 -1.55 3.96 0.336
H 4.20 -1.89 1.17 0.308
H -0.05 -2.57 -0.37 0.511
H -1.91 1.08 0.52 0.345
H 0.42 -1.91 1.20 -0.124
H -0.41 -2.64 4.74 0.264
H 3.14 -1.00 0.40 0.494
H -1.03 0.73 3.21 0.305
H 2.74 0.86 -1.05 0.324
H 1.30 0.44 0.78 0.528
```

Values from the calculation:
- E_HOMO (eV) = -5.8796
- relative energy (zero: lowest compared OMol25 entry of this formula, charge and spin) (kcal per mole) = 32.2
- net charge = -1

=====

Entry 4:
C5H13NO | ωB97M-V/def2-TZVPD

```
20
Properties=species:S:1:pos:R:3:mulliken_charge:R:1
O 1.01 -1.22 -2.33 -0.534
N 1.15 -1.48 0.72 -0.666
C -0.02 0.71 0.82 0.413
C 0.84 -0.25 -0.05 0.031
C -1.36 0.00 1.24 -1.533
C 0.16 -0.59 -1.36 -0.818
C -0.30 2.04 0.14 -1.384
H -0.97 2.68 0.72 0.409
H 0.54 -2.04 -2.56 0.348
H -0.68 -1.25 -1.11 0.424
H 0.57 0.82 1.73 0.335
H -0.25 0.27 -1.88 0.136
H -0.81 1.94 -0.82 0.317
H 1.78 0.29 -0.18 0.518
H 0.67 2.53 0.07 0.343
H 2.08 -1.75 0.47 0.273
H -2.03 -0.18 0.40 0.301
H -1.83 0.66 1.96 0.434
H 0.52 -2.21 0.38 0.265
H -1.07 -0.97 1.65 0.387
```

Values from the calculation:
- E_HOMO (eV) = -9.4200
- relative energy (zero: lowest compared OMol25 entry of this formula, charge and spin) (kcal per mole) = 23.3
- net charge = 0
- SMILES = CC(C)[C@@H](N)CO

=====

Entry 5:
C5H13NS | ωB97M-V/def2-TZVPD

```
20
Properties=species:S:1:pos:R:3:mulliken_charge:R:1
S 1.33 0.48 -1.43 -0.388
N 1.02 -1.52 0.71 -0.444
C 0.80 0.57 2.13 -1.024
C -1.07 -1.15 1.82 -1.043
C -0.30 1.25 -1.65 -0.357
C 0.21 -0.76 1.65 0.648
C -0.98 0.65 -2.88 -1.027
H -1.86 1.26 -3.11 0.303
H -1.40 -2.13 1.47 0.223
H 1.06 -0.68 -0.49 0.232
H 1.88 0.55 2.38 0.310
H -1.79 -0.50 2.31 0.273
H 0.24 0.94 2.99 0.369
H -0.85 1.15 -0.72 0.260
H -1.25 -0.34 -2.55 0.300
H 0.72 1.30 1.32 0.206
H -0.08 2.33 -1.78 0.329
H 2.01 -1.63 0.92 0.321
H 0.61 -2.44 0.68 0.224
H -0.30 0.68 -3.76 0.286
```

Values from the calculation:
- E_HOMO (eV) = -7.8254
- relative energy (zero: lowest compared OMol25 entry of this formula, charge and spin) (kcal per mole) = 32.2
- net charge = 0
- SMILES = C=C(C)N.CCS

=====

Entry 6:
C5H13NO | ωB97M-V/def2-TZVPD

```
20
Properties=species:S:1:pos:R:3:mulliken_charge:R:1
O 1.19 5.48 -4.46 -0.635
N -0.41 -0.54 2.51 -0.534
C 0.20 -0.99 0.32 -0.566
C 0.72 1.33 1.32 -1.230
C -0.54 -2.38 0.37 -0.333
C 0.10 -0.06 1.26 0.684
C -1.05 -2.93 -1.06 -0.956
H -0.49 -1.59 2.62 0.156
H -0.55 -3.95 -1.07 0.265
H -0.16 0.03 3.40 0.214
H 1.15 1.54 2.37 0.310
H -0.02 2.14 1.39 0.311
H 0.50 -0.62 -0.66 0.265
H 1.49 1.47 0.53 0.295
H 0.13 -3.21 0.62 0.248
H 0.46 6.02 -4.13 0.316
H -2.13 -3.08 -0.86 0.225
H 1.81 5.81 -3.78 0.319
H -1.01 -2.14 -1.84 0.351
H -1.39 -2.32 1.15 0.295
```

Values from the calculation:
- E_HOMO (eV) = -7.7951
- relative energy (zero: lowest compared OMol25 entry of this formula, charge and spin) (kcal per mole) = 58.0
- net charge = 0
- SMILES = CC/C=C(/C)N.O

=====

Entry 7:
C39H40BINO6Zr | ωB97M-V/def2-TZVPD

```
89
Properties=species:S:1:pos:R:3:mulliken_charge:R:1
I -2.23 1.87 -0.79 0.386
Zr 0.06 -0.22 -0.20 -2.300
O 1.48 1.11 -8.27 -0.607
O 1.62 -2.97 0.76 0.200
O 2.10 2.06 -6.44 -0.611
O -0.99 -0.92 -1.98 -0.464
O 0.68 0.48 -2.14 -0.026
O 1.13 -3.13 -1.47 -0.289
N 1.46 1.24 -7.07 1.079
C 1.73 2.12 0.06 1.110
C 3.56 -0.85 1.51 -1.806
C -5.86 -0.38 -0.33 -0.714
C 3.58 0.70 -0.92 -2.482
C -4.15 -1.68 0.76 0.911
C 0.62 0.29 -6.28 -0.162
C -5.49 -1.48 0.37 -0.944
C 1.81 -5.50 -1.75 -0.811
C -0.94 -1.43 -4.81 -0.544
C 1.62 -4.35 -1.02 0.448
C 0.05 3.68 1.07 -1.732
C 1.59 -9.01 -1.20 -1.569
C -0.69 1.51 2.97 -2.574
C -0.17 -0.45 -4.18 0.144
C -1.51 -2.07 1.57 -0.182
C -3.60 0.39 -0.31 0.675
C -4.89 0.59 -0.68 -0.757
C 1.26 -0.66 3.33 -2.418
C 3.99 -8.40 -1.59 -1.618
C -0.17 -0.30 -2.73 1.187
C 1.37 0.27 2.15 1.121
C 2.54 0.98 0.13 0.845
C 2.25 -7.86 -3.29 -2.059
C 2.60 -6.51 0.29 -0.521
C 2.31 -6.62 -1.08 0.739
C -3.15 -0.74 0.42 0.386
C 0.46 1.35 2.00 1.034
C -0.91 -1.53 -6.19 -0.788
C 1.95 3.14 -1.03 -2.292
C 0.73 2.34 1.02 1.214
C -1.79 -0.95 0.83 1.489
C 1.91 -4.26 0.31 0.311
C -3.78 -2.84 1.51 -0.924
C -2.50 -3.03 1.92 -1.624
C 2.41 -5.33 1.01 -2.225
C 0.62 0.42 -4.92 -0.510
C 2.53 -7.96 -1.79 1.952
C 2.44 0.13 1.25 1.552
C -0.12 -0.66 -6.94 -0.500
B 1.14 -2.28 -0.37 1.089
H 3.79 -0.36 -1.00 0.392
H -6.90 -0.23 -0.63 0.409
H -2.23 -3.91 2.49 0.481
H 2.46 -8.83 -3.75 0.424
H -0.50 -2.27 1.92 0.300
H 4.53 1.20 -0.67 0.429
H 1.22 1.18 -4.44 0.785
H -5.19 1.47 -1.23 0.457
H 2.64 -5.26 2.07 0.527
H 1.57 -5.52 -2.80 0.580
H 0.32 -0.56 3.86 0.432
H 3.63 -1.61 0.74 0.236
H 4.50 -0.30 1.53 0.438
H 0.82 4.42 1.31 0.471
H 1.38 -1.71 3.04 0.354
H -1.47 2.14 2.55 0.572
H -0.38 3.98 0.12 0.408
H 2.05 -0.42 4.04 0.428
H -1.49 -2.29 -6.69 0.433
H -4.56 -3.56 1.76 0.385
H 1.22 3.02 -1.83 0.310
H 1.77 -9.17 -0.14 0.332
H 1.21 -7.61 -3.50 0.384
H 1.84 4.15 -0.64 0.479
H 2.89 -7.12 -3.79 0.420
H -1.16 0.56 3.19 0.442
H -1.54 -2.10 -4.21 0.527
H -6.23 -2.23 0.65 0.426
H -0.08 -0.72 -8.02 0.523
H 4.16 -9.35 -2.10 0.445
H 3.26 1.05 -1.89 0.482
H 2.99 -7.37 0.82 0.387
H -0.35 1.96 3.90 0.327
H 4.22 -8.56 -0.53 0.321
H 1.73 -9.96 -1.71 0.442
H 0.54 -8.70 -1.32 0.376
H 2.94 3.06 -1.47 0.431
H 3.44 -1.36 2.45 0.498
H 4.69 -7.66 -1.99 0.386
H -0.72 3.74 1.83 0.306
```

Values from the calculation:
- E_HOMO (eV) = -10.6989
- relative energy (zero: lowest compared OMol25 entry of this formula, charge and spin) (kcal per mole) = 4.5
- net charge = +1

=====

Entry 8:
C3H5NO | ωB97M-V/def2-TZVPD

```
10
Properties=species:S:1:pos:R:3:mulliken_charge:R:1
O -0.14 -0.46 -1.97 -0.644
N -0.50 -0.34 -0.78 0.468
C -1.53 -0.93 -0.23 -0.440
C 1.82 0.48 0.04 -0.662
C 0.25 0.33 0.14 -0.087
H -1.84 -0.59 0.69 0.218
H 2.37 0.52 -0.85 0.370
H -2.26 -1.39 -0.84 0.296
H -0.20 0.46 1.08 0.241
H 1.92 0.94 1.05 0.239
```

Values from the calculation:
- E_HOMO (alpha / beta) (eV) = -8.8036 / -8.8032
- relative energy (zero: lowest compared OMol25 entry of this formula, charge and spin) (kcal per mole) = 123.9
- net charge = 0
- SMILES = C=C[N+](=C)[O-]

=====

Which of these has the lowest relative energy (zero: lowest compared OMol25 entry of this formula, charge and spin)?
C39H40BINO6Zr

=====

Which formula does entry 1 have?
C7H10O

=====

Copy entry 5 word for word.
C5H13NS | ωB97M-V/def2-TZVPD

```
20
Properties=species:S:1:pos:R:3:mulliken_charge:R:1
S 1.33 0.48 -1.43 -0.388
N 1.02 -1.52 0.71 -0.444
C 0.80 0.57 2.13 -1.024
C -1.07 -1.15 1.82 -1.043
C -0.30 1.25 -1.65 -0.357
C 0.21 -0.76 1.65 0.648
C -0.98 0.65 -2.88 -1.027
H -1.86 1.26 -3.11 0.303
H -1.40 -2.13 1.47 0.223
H 1.06 -0.68 -0.49 0.232
H 1.88 0.55 2.38 0.310
H -1.79 -0.50 2.31 0.273
H 0.24 0.94 2.99 0.369
H -0.85 1.15 -0.72 0.260
H -1.25 -0.34 -2.55 0.300
H 0.72 1.30 1.32 0.206
H -0.08 2.33 -1.78 0.329
H 2.01 -1.63 0.92 0.321
H 0.61 -2.44 0.68 0.224
H -0.30 0.68 -3.76 0.286
```

Values from the calculation:
- E_HOMO (eV) = -7.8254
- relative energy (zero: lowest compared OMol25 entry of this formula, charge and spin) (kcal per mole) = 32.2
- net charge = 0
- SMILES = C=C(C)N.CCS

=====

What is the relative energy (zero: lowest compared OMol25 entry of this formula, charge and spin) in the third record?
32.2 kcal per mole